1.
CH2BF3 in the gas phase in a non-equilibrium geometry. Source: the Open Molecules 2025 dataset; level of theory: ωB97M-V/def2-TZVPD.

XYZ file:
```
7
Properties=species:S:1:pos:R:3
B 0.81120 -0.04250 0.00123
C -0.74332 0.41104 -0.05700
F -1.49903 0.14699 -1.06709
F 0.19052 -1.36618 0.18975
F -1.48293 0.54302 0.99036
H 1.35819 0.31019 0.97871
H 1.36537 -0.00256 -1.03595
```

Properties
Lowest unoccupied orbital energy, eV: -0.989
Spin multiplicity: 1
ΔE to the lowest compared entry with this formula, charge and spin, kcal per mole: 38.1
Energy, eV: -9896.9813

Electronic structure analysis, Mulliken charges in units of e: B 0.244; C 0.544; F -0.106; F -0.375; F -0.108; H -0.100; H -0.099

2.
A molecular structure, C12H25Cl2N3Tl in a non-equilibrium geometry. Source: the Open Molecules 2025 dataset; level of theory: ωB97M-V/def2-TZVPD.

XYZ file:
```
43
Properties=species:S:1:pos:R:3
Tl 0.85024 0.05448 -1.06787
Cl -1.00853 -1.66704 -1.27926
Cl 0.20409 2.10424 0.45612
C 2.84663 0.04307 -1.16860
H 3.17818 1.15940 -1.31896
H 3.10688 -0.54946 -2.15729
C -0.43136 1.64503 -2.69953
C 0.58651 0.97334 -3.09676
H -0.30151 2.45758 -1.97528
C 0.57953 -0.35767 -3.88001
H 1.71650 1.17642 -2.79260
C -0.55633 -0.20818 -4.84297
H 1.56214 -0.50415 -4.35635
H 0.42737 -1.29361 -3.28264
C -1.86090 0.08949 -4.09806
H -0.33087 0.62983 -5.49344
H -0.67792 -1.09375 -5.46307
C -1.79398 1.28276 -3.16498
H -2.66415 0.26980 -4.81108
H -2.14637 -0.77777 -3.50189
H -2.21994 2.15922 -3.63120
H -2.39890 1.11566 -2.27396
C 2.48297 -1.05901 3.21714
N 1.11817 -0.66137 3.49791
C 0.89736 -0.04006 4.77913
C 0.24582 -0.60110 2.43845
N 0.70854 -0.83971 1.24243
N -1.05872 -0.28553 2.65045
C -1.70057 -0.16828 3.93914
C -1.93327 -0.10082 1.51379
H 3.06476 -0.96836 4.12970
H 2.92222 -0.42084 2.43892
H 2.50821 -2.10016 2.87626
H 0.54122 0.99670 4.67840
H 0.20793 -0.63235 5.39623
H 1.86008 -0.02303 5.29940
H 1.62458 -1.28754 1.33503
H -1.46472 0.78909 4.42901
H -2.78319 -0.17540 3.76414
H -1.46922 -1.01430 4.60048
H -1.65500 0.83525 1.00399
H -1.81982 -0.92219 0.79335
H -2.96471 -0.02969 1.87633
```

Properties
Lowest unoccupied orbital energy, eV: 2.918
Net charge: -1
Spin multiplicity: 1
ΔE to the lowest compared entry with this formula, charge and spin, kcal per mole: 0.0
Energy, eV: -47055.3437

Electronic structure analysis, Mulliken charges in units of e: Tl 1.097; Cl -0.614; Cl -0.645; C -1.116; H 0.130; H 0.129; C -0.529; C -0.060; H 0.654; C -0.854; H 0.503; C -0.841; H 0.264; H 0.373; C -0.622; H 0.317; H 0.378; C -0.655; H 0.346; H 0.246; H 0.415; H 0.171; C -1.153; N 0.135; C -0.983; C 0.394; N -0.567; N 0.185; C -1.043; C -0.584; H 0.302; H 0.412; H 0.331; H 0.308; H 0.253; H 0.337; H 0.072; H 0.293; H 0.323; H 0.336; H 0.161; H 0.117; H 0.282

3.
2 unconnected molecules or ions with the total composition C3H9Cl3N6 in a non-equilibrium geometry. Source: the Open Molecules 2025 dataset; level of theory: ωB97M-V/def2-TZVPD.

XYZ file:
```
21
Properties=species:S:1:pos:R:3
C 0.14310 0.40455 0.31133
C 0.96463 1.15462 -0.59054
C -1.15900 0.04839 0.05787
N 0.41897 2.02172 -1.51088
N -1.09909 -2.37659 0.96573
N -0.31849 -2.90334 0.26386
N -1.61949 0.20462 -1.18099
N 0.70523 0.16990 1.68135
N 2.29911 0.89453 -0.68683
Cl 1.41579 3.52004 -1.82395
Cl -2.73046 -3.02797 1.16139
Cl -0.46695 -4.57696 -0.15581
H -1.83854 -0.17317 0.89887
H -1.06328 -0.14640 -2.01642
H -2.60342 0.39944 -1.19257
H 0.63098 -0.87421 1.87574
H -0.03675 0.51825 2.42518
H -0.69323 2.18374 -1.43913
H 2.70471 0.23107 -0.01672
H 2.81512 1.68439 -0.96955
H 1.53109 0.64339 1.94210
```

Properties
Lowest unoccupied orbital energy, eV: -8.788
Net charge: +2
Spin multiplicity: 1
ΔE to the lowest compared entry with this formula, charge and spin, kcal per mole: 0.0
Energy, eV: -49742.7319

Electronic structure analysis, Mulliken charges in units of e: C 0.112; C 0.572; C -0.383; N -0.363; N -0.062; N -0.024; N -0.468; N -0.274; N -0.345; Cl 0.034; Cl 0.034; Cl 0.060; H 0.420; H 0.333; H 0.256; H 0.419; H 0.453; H 0.385; H 0.282; H 0.204; H 0.355

4.
CH4INO2 in the gas phase in a non-equilibrium geometry. Source: the Open Molecules 2025 dataset; level of theory: ωB97M-V/def2-TZVPD.

XYZ file:
```
9
Properties=species:S:1:pos:R:3
C 0.72162 -0.19333 0.59929
N -1.35835 0.57086 -0.14965
O 0.33579 -1.43972 0.13303
O 0.04382 0.92141 -0.17978
I 2.80126 0.19645 0.03634
H 0.56321 -0.15178 1.66175
H -1.43364 0.18628 -1.10387
H -2.01522 1.35474 -0.09494
H 0.34150 -1.44491 -0.90217
```

Properties
Lowest unoccupied orbital energy, eV: 0.387
Spin multiplicity: 1
ΔE to the lowest compared entry with this formula, charge and spin, kcal per mole: 0.0
Energy, eV: -14785.0030
SMILES string: NO[C@@H](O)I

Electronic structure analysis, Mulliken charges in units of e: C -0.094; N -0.481; O -0.439; O -0.220; I -0.002; H 0.416; H 0.219; H 0.251; H 0.350

Copy entry 1 word for word.
CH2BF3 in the gas phase in a non-equilibrium geometry. Source: the Open Molecules 2025 dataset; level of theory: ωB97M-V/def2-TZVPD.

XYZ file:
```
7
Properties=species:S:1:pos:R:3
B 0.81120 -0.04250 0.00123
C -0.74332 0.41104 -0.05700
F -1.49903 0.14699 -1.06709
F 0.19052 -1.36618 0.18975
F -1.48293 0.54302 0.99036
H 1.35819 0.31019 0.97871
H 1.36537 -0.00256 -1.03595
```

Properties
Lowest unoccupied orbital energy, eV: -0.989
Spin multiplicity: 1
ΔE to the lowest compared entry with this formula, charge and spin, kcal per mole: 38.1
Energy, eV: -9896.9813

Electronic structure analysis, Mulliken charges in units of e: B 0.244; C 0.544; F -0.106; F -0.375; F -0.108; H -0.100; H -0.099

Look up the energy of the fourth one. -14785.0030 eV